Entry 1:
Molecular formula: C25H19N4O4PdS
Method: DFT, ωB97M-V/def2-TZVPD

Calculated values
Charge = -1
Lowest unoccupied orbital energy = 1.1344 eV
Spin multiplicity = 1

Last column: Mulliken charge in e.
Element x y z (Å)
Pd (-0.518, -0.077, 1.504)  0.34
N (-1.573, 0.103, 3.513)  -0.41
C (-0.629, -0.602, 4.396)  -0.36
C (-0.098, -1.865, 3.709)  0.57
O (0.272, -2.794, 4.406)  -0.72
O (-0.066, -1.833, 2.415)  -0.40
H (-1.841, 1.005, 3.886)  0.20
H (-2.417, -0.447, 3.379)  0.20
H (-1.053, -0.890, 5.357)  0.32
H (0.229, 0.047, 4.572)  0.21
N (4.591, 6.478, -4.624)  -0.55
C (4.036, 5.734, -3.946)  -0.04
C (3.330, 4.803, -3.100)  0.55
C (1.984, 4.535, -3.341)  -0.82
C (1.298, 3.655, -2.523)  -0.39
C (1.939, 3.016, -1.462)  -0.21
C (3.285, 3.290, -1.236)  -0.26
C (3.977, 4.178, -2.042)  -0.83
C (1.196, 2.068, -0.590)  0.33
C (1.708, 0.789, -0.449)  -0.06
C (2.808, 0.194, -1.153)  -0.40
C (2.874, -1.107, -0.737)  -1.36
C (1.821, -1.287, 0.203)  -0.49
N (1.138, -0.175, 0.366)  0.14
C (0.003, 2.516, -0.006)  0.62
C (-0.555, 3.823, -0.064)  -0.53
C (-1.750, 3.774, 0.620)  -1.34
C (-1.890, 2.447, 1.079)  -0.41
N (-0.850, 1.708, 0.724)  0.54
H (1.488, 5.014, -4.175)  0.44
H (0.257, 3.433, -2.718)  0.60
H (3.786, 2.817, -0.402)  0.56
H (5.020, 4.392, -1.851)  0.44
H (3.427, 0.670, -1.895)  0.53
H (3.576, -1.860, -1.060)  0.43
H (1.544, -2.173, 0.755)  0.61
H (-0.111, 4.685, -0.535)  0.59
H (-2.453, 4.579, 0.764)  0.42
H (-2.720, 2.003, 1.607)  0.56
O (-2.770, -7.491, -0.712)  -0.49
C (-1.967, -6.485, -1.160)  0.68
O (-1.078, -6.764, -1.922)  -0.59
C (-2.265, -5.119, -0.671)  0.86
C (-1.349, -4.105, -0.951)  -0.66
C (-1.557, -2.813, -0.517)  -0.23
C (-2.701, -2.462, 0.224)  0.38
S (-2.972, -0.833, 0.787)  -0.44
C (-3.625, -3.489, 0.492)  -1.14
C (-3.410, -4.782, 0.056)  -0.65
H (-3.381, -7.139, -0.053)  0.28
H (-0.462, -4.364, -1.516)  0.43
H (-0.832, -2.040, -0.739)  0.43
H (-4.517, -3.243, 1.054)  0.36
H (-4.175, -5.519, 0.285)  0.16

Forces on atoms 1 to 3 (eV/Å):
Pd 0.1170 -0.0963 0.2799
N 0.1289 0.0004 0.1630
C -0.1505 0.0202 -0.1254

=====

Entry 2:
Molecular formula: C4H12N2O5P
Method: DFT, ωB97M-V/def2-TZVPD

Calculated values
Charge = -1
Lowest unoccupied orbital energy = 3.5487 eV
Spin multiplicity = 1

Last column: Mulliken charge in e.
Element x y z (Å)
C (2.566, -0.483, 1.077)  -1.00
C (2.596, 0.433, 0.005)  0.34
C (-1.204, 1.223, -0.336)  -0.27
C (-1.167, -0.151, -1.127)  -0.23
N (-2.230, -0.160, -2.091)  -0.76
N (-0.099, 1.399, 0.638)  -0.54
O (-1.130, -2.855, -0.860)  -0.59
O (-0.183, -1.722, 1.110)  -0.85
O (-2.680, -1.423, 0.657)  -0.84
O (3.538, 0.846, -0.634)  -0.58
O (-2.498, 1.343, 0.179)  -0.60
P (-1.292, -1.571, 0.136)  0.95
H (3.435, -0.871, 1.584)  0.39
H (-0.270, -0.219, -1.797)  0.35
H (1.670, -1.265, 1.054)  0.32
H (1.566, 0.776, -0.296)  0.38
H (-1.131, 1.958, -1.175)  0.42
H (-2.586, -1.124, -2.097)  0.32
H (-2.946, 0.395, -1.676)  0.36
H (-0.429, 1.782, 1.438)  0.29
H (-0.007, 0.403, 0.930)  0.07
H (2.039, 0.024, 1.949)  0.27
H (-0.201, -3.195, -0.739)  0.34
H (-2.801, 0.489, 0.459)  0.45

Forces on atoms 1 to 3 (eV/Å):
C -2.7261 -2.1389 4.1719
C -1.2573 1.1749 -2.6556
C 0.2007 -0.1515 -2.0253

=====

Entry 3:
Molecular formula: CH2FNO2
Method: DFT, ωB97M-V/def2-TZVPD

Calculated values
Charge = 0
Lowest unoccupied orbital energy (alpha / beta) = -0.6652 / -0.6625 eV
Spin multiplicity = 1

Last column: Mulliken charge in e.
Element x y z (Å)
C (1.159, 0.078, 0.231)  -0.23
N (0.367, -0.773, -0.223)  0.24
O (-0.682, -1.041, -0.730)  -0.24
O (-1.653, 0.410, -0.802)  -0.22
F (-2.289, 0.544, 0.316)  -0.05
H (0.968, 1.152, 0.460)  0.28
H (2.130, -0.371, 0.747)  0.22

Forces on atoms 1 to 3 (eV/Å):
C 1.9153 0.1792 2.2805
N 2.0765 -1.2909 0.3931
O -1.9459 1.4423 -0.0993

=====

Entry 4:
Molecular formula: C5H8O3
Method: DFT, ωB97M-V/def2-TZVPD

Calculated values
Charge = 0
Lowest unoccupied orbital energy = 0.6459 eV
Spin multiplicity = 1

Last column: Mulliken charge in e.
Element x y z (Å)
C (-1.053, 0.288, 0.918)  -0.39
C (-0.821, -0.795, -1.334)  -1.41
C (-0.364, 0.199, -0.305)  0.77
C (0.735, -0.679, 0.972)  -0.04
C (0.909, 0.783, -0.437)  -0.34
O (-0.851, 1.418, 1.696)  -0.48
O (1.606, 0.509, -1.593)  -0.49
O (1.021, -1.826, 0.750)  -0.57
H (-1.163, 1.246, 2.591)  0.34
H (2.550, 0.569, -1.415)  0.32
H (-1.974, -0.264, 1.063)  0.37
H (0.994, 0.002, 1.776)  0.43
H (1.182, 1.674, 0.115)  0.44
H (-1.794, -1.211, -1.078)  0.38
H (-0.882, -0.305, -2.306)  0.34
H (-0.096, -1.607, -1.412)  0.33

Forces on atoms 1 to 3 (eV/Å):
C 0.3812 -0.1344 -0.0199
C 0.0566 0.0109 0.0604
C 0.1260 -0.0567 0.1070

=====

Entry 5:
Molecular formula: C2H3BO3
Method: DFT, ωB97M-V/def2-TZVPD

Calculated values
Charge = 0
Lowest unoccupied orbital energy = -0.1678 eV
Spin multiplicity = 1
SMILES = C#CO.O=BO

Last column: Mulliken charge in e.
Element x y z (Å)
B (1.819, 1.100, -0.704)  0.63
C (-1.386, -0.658, 0.791)  -0.33
C (-1.316, 0.526, 0.878)  0.05
O (-0.952, 1.782, 1.134)  -0.51
O (2.224, -0.049, -1.164)  -0.38
O (1.325, 2.086, -0.242)  -0.60
H (-1.480, -1.670, 0.826)  0.40
H (-0.367, 2.229, 0.440)  0.42
H (2.726, -0.143, -1.884)  0.30

Forces on atoms 1 to 3 (eV/Å):
B 0.1119 -1.1909 -0.5117
C -0.2502 0.7844 -0.0706
C 1.9174 2.6920 0.3285

=====

Entry 6:
Molecular formula: C5H8N2
Method: DFT, ωB97M-V/def2-TZVPD

Calculated values
Charge = 0
Lowest unoccupied orbital energy (alpha / beta) = 0.6243 / 0.6243 eV
Spin multiplicity = 1

Last column: Mulliken charge in e.
Element x y z (Å)
C (-2.275, -0.193, 0.139)  -1.24
C (-0.805, 0.120, -0.056)  0.36
C (-0.350, 1.435, -0.489)  -0.11
N (0.905, 1.682, -0.622)  -0.60
C (1.567, -0.785, -0.206)  -0.58
N (2.572, -1.062, 0.587)  -0.29
C (0.225, -0.769, 0.077)  0.28
H (-2.778, -0.560, -0.766)  0.25
H (-2.411, -0.954, 0.915)  0.33
H (-2.833, 0.695, 0.471)  0.36
H (-1.128, 2.181, -0.726)  0.36
H (1.073, 2.619, -0.982)  0.22
H (2.553, -0.980, 1.600)  0.22
H (3.362, -1.552, 0.195)  0.26
H (0.323, -1.876, -0.141)  0.17

Forces on atoms 1 to 3 (eV/Å):
C 0.0450 -0.0893 -0.0488
C 0.3608 -0.1597 0.0742
C 0.1565 -0.0707 0.2259

=====

Calculated DFT total energy, -2010.26603; -986.81755; -344.07771; -420.91250; -328.56398; -304.69728 Ha (same order as the records).